Entry 1:
12
Properties=species:S:1:pos:R:3 method="wB97M-V/def2-TZVPD" smiles="O=COCCO" charge=0 e_tot_ha=-343.61285
O 2.062 -0.650 -0.389
C 1.386 -0.179 -1.264
O 0.023 -0.181 -1.310
C -0.634 -0.681 -0.096
C -0.452 0.261 1.104
O -1.050 1.538 0.927
H 1.779 0.298 -2.187
H -0.200 -1.667 0.168
H -1.668 -0.722 -0.478
H 0.593 0.287 1.530
H -1.039 -0.201 1.935
H -0.799 1.896 0.059


Entry 2:
89
Properties=species:S:1:pos:R:3 method="wB97M-V/def2-TZVPD" s_squared=6.020 charge=-1 spin_multiplicity=5 e_tot_ha=-10596.28783
Ru 0.356 -0.441 0.294
O 3.828 0.886 5.461
C 2.899 0.827 4.468
C 1.610 0.338 4.675
C 0.745 0.318 3.602
N 1.084 0.742 2.381
C 2.309 1.188 2.219
Br 2.791 1.689 0.452
C 3.272 1.272 3.210
H 3.465 0.498 6.264
H 1.290 -0.026 5.643
H -0.265 -0.059 3.707
H 4.264 1.644 3.011
F 1.763 -6.645 -2.888
C 1.677 -5.737 -1.905
C 0.447 -5.403 -1.363
F -0.662 -5.997 -1.827
C 0.370 -4.460 -0.350
F -0.854 -4.181 0.111
C 1.488 -3.820 0.162
Se 1.368 -2.432 1.487
C 2.706 -4.196 -0.390
F 3.854 -3.641 0.029
C 2.816 -5.128 -1.409
F 4.017 -5.438 -1.924
C -1.076 0.990 -0.065
Ge -1.455 2.808 0.361
C -0.426 3.491 1.876
C 0.679 4.310 1.656
C 1.454 4.771 2.713
C 1.122 4.432 4.016
C 0.005 3.643 4.256
C -0.760 3.186 3.194
C -0.989 3.942 -1.187
C 0.030 3.528 -2.045
C 0.396 4.291 -3.144
C -0.260 5.484 -3.411
C -1.286 5.904 -2.574
C -1.644 5.136 -1.475
C -3.341 3.255 0.728
C -4.364 2.614 0.026
C -5.694 2.953 0.226
C -6.033 3.943 1.139
C -5.032 4.588 1.846
C -3.702 4.243 1.639
H 0.950 4.586 0.644
H 2.320 5.391 2.516
H 1.726 4.787 4.842
H -0.266 3.381 5.272
H -1.623 2.561 3.399
H 0.525 2.581 -1.852
H 1.181 3.945 -3.805
H 0.017 6.078 -4.273
H -1.811 6.830 -2.782
H -2.455 5.475 -0.839
H -4.116 1.838 -0.686
H -6.468 2.440 -0.332
H -7.072 4.207 1.297
H -5.284 5.361 2.562
H -2.934 4.761 2.206
Cl 2.080 -1.503 -2.100
C 2.246 -1.950 -3.770
C 3.419 -2.562 -4.173
C 3.580 -2.914 -5.505
C 2.557 -2.675 -6.407
C 1.376 -2.095 -5.974
Cl 0.076 -1.925 -7.114
C 1.187 -1.693 -4.652
N -0.004 -1.135 -4.200
C -0.476 0.108 -4.646
C 0.271 0.915 -5.500
C -0.218 2.140 -5.923
C -1.452 2.593 -5.486
C -2.187 1.796 -4.620
C -1.730 0.556 -4.201
C -2.552 -0.275 -3.249
C -1.870 -0.315 -1.896
O -2.011 0.799 -1.234
O -1.172 -1.259 -1.534
H 4.191 -2.749 -3.441
H 4.496 -3.384 -5.835
H 2.647 -2.960 -7.445
H -0.240 -1.366 -3.238
H 1.248 0.582 -5.825
H 0.384 2.749 -6.585
H -1.829 3.558 -5.791
H -3.141 2.145 -4.245
H -2.657 -1.301 -3.610
H -3.540 0.173 -3.142


Entry 3:
143
Properties=species:S:1:pos:R:3 method="wB97M-V/def2-TZVPD" smiles="CC[C@@H](F)[C@H](N)OC[C@@](CCCCN(C)C(C)=O)(O[C@](CON=O)(COc1cc(C)ccc1C(C)C)[PH2]=S)P(=O)(O)O.c1ccncc1.c1ccncc1.c1ccncc1.c1ccncc1.c1ccncc1" charge=0 e_tot_ha=-4281.09347
C -2.290 -5.335 -3.567
C -0.666 -5.505 -3.413
C -0.137 -5.769 -1.883
F 0.066 -7.262 -1.771
C 1.355 -5.097 -1.757
N 2.169 -5.750 -0.619
O 1.377 -3.628 -1.722
C 0.523 -3.107 -0.602
C 1.109 -1.653 -0.009
C 2.674 -2.077 0.446
C 2.758 -3.072 1.724
C 4.170 -3.958 1.585
C 4.280 -4.817 2.993
N 3.595 -6.165 2.958
C 4.322 -7.007 3.998
C 2.160 -6.110 3.438
C 1.614 -5.393 4.808
O 1.230 -6.756 2.685
O 1.361 -0.660 -1.024
C 0.314 0.175 -1.496
C 0.452 1.655 -0.727
O -0.657 2.574 -1.023
N -0.221 3.705 -1.626
O -0.903 3.750 -2.665
C -1.201 -0.383 -1.629
O -1.395 -1.141 -2.912
C -2.877 -1.174 -3.139
C -3.955 -1.800 -2.041
C -5.586 -1.817 -2.220
C -6.478 -2.457 -0.960
C -6.277 -1.183 -3.582
C -5.240 -0.589 -4.721
C -3.580 -0.577 -4.534
C -2.722 0.045 -5.784
C -1.315 -0.757 -6.112
C -2.514 1.701 -5.689
P 0.818 0.618 -3.336
S 1.797 -0.877 -4.106
P 0.308 -1.105 1.622
O -0.925 -0.136 1.535
O -0.254 -2.460 2.628
O 1.494 -0.269 2.650
H -2.704 -5.635 -4.629
H -2.514 -4.171 -3.441
H -2.799 -5.916 -2.678
H -0.162 -4.490 -3.786
H -0.219 -6.341 -4.139
H -0.890 -5.473 -1.037
H 1.940 -5.411 -2.749
H 2.627 -6.603 -1.059
H 1.492 -6.058 0.141
H 0.455 -3.937 0.242
H -0.552 -3.021 -1.053
H 3.320 -2.426 -0.471
H 3.151 -1.036 0.786
H 1.861 -3.798 1.892
H 2.890 -2.472 2.747
H 4.206 -4.613 0.616
H 5.065 -3.187 1.562
H 3.904 -4.106 3.866
H 5.435 -4.992 3.215
H 5.390 -7.332 3.644
H 4.335 -6.421 5.029
H 3.687 -8.001 4.181
H 2.032 -4.309 4.992
H 1.903 -6.074 5.727
H 0.431 -5.358 4.754
H 0.715 1.549 0.415
H 1.421 2.146 -1.224
H -2.039 0.467 -1.675
H -1.563 -1.118 -0.785
H -3.515 -2.263 -1.060
H -7.531 -1.956 -0.851
H -6.603 -3.624 -1.042
H -5.893 -2.249 0.060
H -7.455 -1.150 -3.731
H -5.723 -0.134 -5.694
H -3.401 -0.106 -6.755
H -1.319 -1.032 -7.274
H -0.345 -0.138 -5.900
H -1.367 -1.792 -5.550
H -2.406 1.991 -4.555
H -1.448 1.898 -6.177
H -3.344 2.298 -6.265
H -0.380 0.997 -4.039
H 1.732 1.759 -3.349
H -0.955 -2.116 3.280
H 1.103 -0.371 3.583
C -1.150 4.070 -10.631
C -1.805 2.924 -11.071
C -2.366 2.084 -10.122
N -2.311 2.311 -8.791
C -1.667 3.430 -8.394
C -1.079 4.332 -9.267
H -0.700 4.753 -11.345
H -1.877 2.691 -12.127
H -2.890 1.180 -10.416
H -1.635 3.589 -7.320
H -0.576 5.216 -8.892
C 5.782 2.667 1.106
C 5.859 3.843 0.367
C 5.086 3.949 -0.779
N 4.264 2.974 -1.223
C 4.212 1.843 -0.486
C 4.943 1.645 0.675
H 6.372 2.548 2.010
H 6.504 4.658 0.676
H 5.108 4.848 -1.387
H 3.545 1.074 -0.865
H 4.860 0.717 1.228
C 2.759 7.390 4.043
C 4.013 7.990 4.044
C 5.105 7.230 3.655
N 5.022 5.935 3.277
C 3.791 5.379 3.287
C 2.641 6.058 3.656
H 1.880 7.954 4.340
H 4.139 9.025 4.341
H 6.104 7.654 3.637
H 3.752 4.338 2.981
H 1.678 5.562 3.644
C -3.130 1.985 4.611
C -4.010 2.097 5.682
C -4.763 0.987 6.031
N -4.695 -0.199 5.388
C -3.833 -0.277 4.351
C -3.037 0.776 3.930
H -2.523 2.833 4.309
H -4.107 3.026 6.233
H -5.461 1.023 6.862
H -3.799 -1.240 3.850
H -2.360 0.656 3.091
C -1.185 6.428 9.091
C -0.852 5.505 8.105
C -1.879 4.840 7.455
N -3.189 5.033 7.726
C -3.482 5.933 8.689
C -2.525 6.649 9.391
H -0.407 6.969 9.621
H 0.183 5.309 7.848
H -1.671 4.113 6.675
H -4.541 6.068 8.890
H -2.818 7.362 10.154


Entry 4:
11
Properties=species:S:1:pos:R:3 method="wB97M-V/def2-TZVPD" smiles=FCC(F)(F)CF charge=0 e_tot_ha=-516.07591
F -0.487 -1.886 0.146
C -1.159 -0.697 -0.407
C -0.438 0.442 -0.041
F -1.238 1.445 -0.232
F 0.237 0.251 1.264
C 1.058 0.696 -0.623
F 1.964 -0.218 -0.038
H -2.087 -0.731 -0.096
H -1.032 -0.696 -1.549
H 0.879 0.662 -1.772
H 1.202 1.797 -0.415


Entry 5:
8
Properties=species:S:1:pos:R:3 method="wB97M-V/def2-TZVPD" charge=0 e_tot_ha=-333.39513
N -0.661 -0.281 0.239
C 1.279 1.116 -0.072
O -1.867 -0.180 -0.458
N -0.058 -1.361 0.195
N 0.924 -1.925 0.193
N 2.162 0.381 0.032
H -2.469 0.275 0.149
H 0.690 1.975 -0.279


Entry 6:
13
Properties=species:S:1:pos:R:3 method="wB97M-V/def2-TZVPD" s_squared=2.007 charge=0 spin_multiplicity=3 e_tot_ha=-5838.70225
C -1.801 0.178 1.608
C 0.427 -1.272 -0.775
C 1.071 0.051 -0.522
C -0.040 1.077 -0.209
O -2.804 -0.198 1.173
Cl -1.165 1.292 -1.425
Br 2.234 -0.065 1.026
Br 0.766 2.698 0.457
H -1.549 0.555 2.677
H 1.357 -1.895 -0.870
H -0.108 -1.350 -1.811
H -0.229 -1.598 -0.031
H 1.840 0.527 -1.298